Density functional theory data (the ωB97M-V functional and the def2-TZVPD basis) for an isolated molecule of C3H3O2P at a distorted geometry.

As for the SMILES: O=c1cc[pH]o1. For the HOMO-LUMO gap, the calculation gives 10.236 eV. The charge is 0. As for the highest occupied orbital energy: -10.040 eV.

Element x y z (Å)
C  0.16015  -0.90284  -0.30081
C  1.04779  0.08996  -0.39793
C  -1.16882  -0.38025  -0.00082
O  -2.14732  -1.02392  0.17325
O  -1.18155  0.96777  0.11625
P  0.25672  1.77384  0.00295
H  0.35611  -1.92679  -0.26560
H  2.12794  -0.21161  -0.64895
H  0.54899  1.61383  1.32166

Density functional theory data (the ωB97M-V functional and the def2-TZVPD basis) for an isolated molecule of C6H9N.

As for the SMILES: Cc1cc[nH]c1C. For the HOMO-LUMO gap, the calculation gives 8.785 eV. The charge is 0. As for the highest occupied orbital energy: -7.742 eV.

Element x y z (Å)
C  -0.69599  -1.63803  0.43346
C  -0.31762  -0.22151  0.76920
C  0.66761  0.42538  0.03470
C  2.09657  -0.02677  -0.10780
C  0.02696  1.46805  -0.68647
C  -1.30402  1.47621  -0.32270
N  -1.47330  0.52743  0.63095
H  0.15282  -2.25937  0.16588
H  -1.28296  -1.46871  -0.46979
H  -1.31805  -2.13078  1.17678
H  2.60451  0.50807  -0.91690
H  2.16786  -1.10102  -0.32387
H  2.67676  0.14744  0.80739
H  0.50195  2.12743  -1.39903
H  -2.14617  2.04470  -0.69076
H  -2.35693  0.12145  0.89896

Density functional theory data (the ωB97M-V functional and the def2-TZVPD basis) for a 2-piece molecular cluster, CH3N2S overall at a distorted geometry.

For the HOMO-LUMO gap (spin up / spin down), the calculation gives 7.105 / 10.041 eV. The charge is +1. As for the highest occupied orbital energy (spin up / spin down): -14.843 / -15.454 eV.

Element x y z (Å)
C  -0.18393  -0.16084  0.24476
N  -1.22681  0.16297  -0.45446
N  1.00588  -0.60736  0.06289
S  -1.53123  0.23212  1.24598
H  -0.88103  2.14495  -0.98264
H  1.17768  -0.74231  -0.87898
H  1.63944  -1.02953  0.76245

Density functional theory data (the ωB97M-V functional and the def2-TZVPD basis) for an isolated molecule of C8H10N2 at a distorted geometry.

As for the SMILES: C\C1=N/C=C\C=C\N=C/C1. For the HOMO-LUMO gap, the calculation gives 8.233 eV. The charge is 0. As for the highest occupied orbital energy: -7.816 eV.

Element x y z (Å)
C  1.13626  -1.36766  1.75471
C  1.43675  -1.61951  0.41354
C  0.45295  -0.22294  2.15724
C  1.01479  0.62858  -1.94013
C  0.25136  1.49938  -0.94309
C  0.60762  -1.17087  -0.57942
C  -0.36099  0.59949  0.18305
C  -1.75217  0.14630  -0.01322
N  0.10575  0.78526  1.39729
N  1.21038  -0.61445  -1.80121
H  1.73541  -1.87501  2.41389
H  2.46138  -1.88661  0.13674
H  0.69907  0.08259  3.21450
H  1.49266  1.04896  -2.87784
H  1.05348  2.21648  -0.51737
H  -0.54100  1.87153  -1.47924
H  -0.48226  -1.52655  -0.76445
H  -2.05013  -0.26304  -0.97202
H  -2.47756  1.07907  0.20852
H  -1.97301  -0.49371  0.82870

The evaluated E_tot for the records listed, in turn: -16542.6355, -7856.8549, -14888.2365, -11434.3957 eV.
The evaluated relative energy (zero: lowest compared OMol25 entry of this formula, charge and spin) for the records listed, in turn: 0.00, 30.09, 80.66, 77.42 kcal per mole.